Entry 1:
The following is a DFT calculation (ωB97M-V/def2-TZVPD) of a 6-piece molecular cluster, C24H44Br11N2O3 overall in a non-equilibrium geometry.

The calculation puts the calculated total energy at -805181.35349 eV. The HOMO energy is -11.34 eV. For the HOMO-LUMO gap, the calculation gives 7.191 eV. The max |F| comes out at 4.07 eV/Å.

ORCA input file:
```
! RIJCOSX wB97M-V def2-TZVPD def2/J DEFGRID3
* xyz 1 1
C -1.286 -2.253 1.927
C -1.492 -1.215 1.017
C -1.335 -1.370 -0.535
C -1.832 -0.039 -1.139
C -0.996 1.196 -0.747
C -0.029 1.711 -1.830
Br -0.847 1.921 -3.594
N -2.189 -2.541 -0.838
C -1.311 -3.781 -1.010
C -1.743 -4.907 -0.042
C -0.527 -5.666 0.472
N -0.061 -6.678 -0.123
O -0.044 -3.308 -0.721
C 0.137 -1.870 -0.788
C 0.805 -1.672 -2.170
C -0.131 -1.699 -3.398
O 0.323 -2.735 -4.310
C -0.735 -3.000 -5.170
C -1.724 -4.116 -4.814
O -0.878 -2.350 -6.150
H -0.264 -2.621 2.074
H -2.094 -2.746 2.463
H -1.748 -0.222 1.423
H -1.956 -0.165 -2.221
H -2.844 0.116 -0.737
H -0.383 1.016 0.155
H -1.670 2.016 -0.487
H 0.891 1.128 -1.887
H 0.294 2.709 -1.521
H -2.935 -2.718 -0.162
H -2.706 -2.333 -1.699
H -1.491 -4.123 -2.034
H -2.433 -5.582 -0.556
H -2.286 -4.476 0.808
H -0.058 -5.292 1.390
H 0.742 -6.987 0.425
H 0.769 -1.500 0.020
H 1.438 -0.781 -2.190
H 1.489 -2.519 -2.291
H -1.186 -1.889 -3.170
H 0.004 -0.756 -3.938
H -2.554 -3.642 -4.276
H -1.216 -4.818 -4.145
H -2.076 -4.597 -5.721
Br 1.064 3.024 1.620
C 2.363 4.477 1.591
C 2.738 4.824 0.177
Br 3.957 3.508 -0.576
H 3.207 4.160 2.195
H 1.868 5.315 2.076
H 3.280 5.768 0.140
H 1.882 4.877 -0.488
Br -2.966 1.122 3.994
C -3.573 -0.691 4.358
C -3.406 -1.050 5.809
Br -1.545 -1.435 6.228
H -3.018 -1.347 3.697
H -4.625 -0.701 4.078
H -3.948 -1.965 6.042
H -3.727 -0.261 6.482
Br -2.095 -2.415 9.885
C -1.592 -4.122 9.098
C -0.162 -4.476 9.410
Br 1.084 -3.447 8.321
H -1.785 -4.046 8.032
H -2.269 -4.851 9.539
H 0.036 -5.517 9.163
H 0.102 -4.294 10.446
Br 8.787 6.186 -2.452
C 7.021 5.466 -2.837
C 5.992 6.557 -2.959
Br 5.485 7.257 -1.214
H 6.791 4.756 -2.048
H 7.127 4.936 -3.781
H 5.072 6.167 -3.390
H 6.336 7.401 -3.548
Br 0.470 8.159 -5.696
C -0.150 6.352 -5.331
C 0.044 5.985 -3.884
Br 1.909 5.580 -3.493
H 0.383 5.692 -6.009
H -1.208 6.354 -5.584
H -0.503 5.073 -3.645
H -0.256 6.775 -3.202
*
```

Entry 2:
The following is a DFT calculation (ωB97M-V/def2-TZVPD) of C24H44Cl3N2O4SiTl as an isolated structure in a non-equilibrium geometry.

The calculation puts the calculated total energy at -86912.54593 eV. The HOMO energy is -8.14 eV. For the HOMO-LUMO gap, the calculation gives 6.727 eV. The max |F| comes out at 2.77 eV/Å. The relative energy (zero: lowest compared OMol25 entry of this formula, charge and spin) comes out at 0.00 kcal/mol.

ORCA input file:
```
! RIJCOSX wB97M-V def2-TZVPD def2/J DEFGRID3
* xyz 0 1
C 0.989 2.169 -3.505
C 1.384 2.655 -2.156
H 1.085 2.969 -4.242
H -0.032 1.760 -3.527
H 1.668 1.357 -3.793
C 1.597 3.944 -1.844
C 1.441 5.100 -2.777
H 2.027 4.211 -0.874
H 0.791 4.878 -3.631
H 2.404 5.446 -3.178
H 1.004 5.949 -2.238
Tl -0.669 -0.840 -0.217
Cl 1.465 -1.929 -1.035
Cl -2.744 -1.857 0.640
H -1.381 -5.312 3.540
H -0.406 -6.932 1.515
C -1.815 -4.764 2.690
C -0.907 -6.189 0.870
N -0.981 -4.881 1.503
H -1.926 -3.706 2.938
C -0.086 -3.905 1.237
O -0.002 -2.860 1.897
H -0.354 -6.107 -0.077
H 0.565 -4.079 0.357
H -2.793 -5.218 2.500
H -1.918 -6.575 0.675
H -1.903 2.338 -1.330
H -0.540 4.550 0.034
C -2.571 2.438 -0.459
C -1.506 4.426 0.545
N -1.871 3.029 0.662
H -2.941 1.448 -0.171
C -1.519 2.283 1.739
O -1.711 1.063 1.835
H -1.421 4.859 1.548
H -1.033 2.882 2.557
H -3.411 3.090 -0.741
H -2.281 4.949 -0.023
O 0.143 1.276 -0.739
C 1.436 1.564 -1.073
C 1.705 2.694 1.176
C 2.299 2.030 0.114
H 0.616 2.744 1.198
C 2.484 3.275 2.176
H 1.897 0.651 -1.494
C 3.686 1.894 0.072
H 1.995 3.775 3.019
C 3.876 3.188 2.105
C 4.484 2.499 1.051
H 4.110 1.318 -0.757
H 4.511 3.638 2.881
H 5.572 2.400 0.985
Si -2.535 -2.322 -3.326
Cl -1.676 -0.423 -2.709
C -4.232 -2.338 -2.548
C -1.413 -3.742 -2.839
C -2.589 -2.269 -5.191
H -4.276 -1.782 -1.604
H -4.558 -3.368 -2.343
H -4.934 -1.894 -3.267
H -3.248 -1.461 -5.532
H -2.960 -3.220 -5.601
H -1.585 -2.087 -5.595
H -0.747 -3.529 -1.994
H -0.777 -3.990 -3.701
H -2.001 -4.643 -2.607
C 2.239 -1.523 3.713
C 1.356 -0.543 4.498
C 0.609 0.244 3.424
O 1.274 0.080 2.166
C 2.296 -0.915 2.296
H 3.240 -1.612 4.146
H 1.777 -2.517 3.653
H 1.993 0.147 5.051
H 0.679 -1.036 5.191
H -0.427 -0.091 3.282
H 0.566 1.322 3.642
H 3.275 -0.434 2.127
H 2.143 -1.642 1.489
*
```

Entry 3:
The following is a DFT calculation (ωB97M-V/def2-TZVPD) of a 6-piece molecular cluster, C24H44FNO15S5 overall in a non-equilibrium geometry.

The calculation puts the calculated total energy at -114696.05514 eV. The HOMO energy is -10.10 eV. As for the SMILES: COC(=O)OC(=O)NC(=O)F.O=S1(=O)CCCC1.O=S1(=O)CCCC1.O=S1(=O)CCCC1.O=S1(=O)CCCC1.O=S1(=O)CCCC1. For the HOMO-LUMO gap, the calculation gives 10.661 eV. The max |F| comes out at 4.59 eV/Å. The relative energy (zero: lowest compared OMol25 entry of this formula, charge and spin) comes out at 0.00 kcal/mol.

ORCA input file:
```
! RIJCOSX wB97M-V def2-TZVPD def2/J DEFGRID3
* xyz 0 1
C 3.043 1.099 -0.543
O 4.023 1.976 0.044
C 5.175 1.418 0.230
O 5.535 0.403 -0.167
O 6.038 2.210 1.002
C 5.784 1.913 2.338
O 6.253 0.989 2.828
N 4.902 2.781 3.065
C 3.578 2.351 2.981
O 3.267 1.262 3.144
F 2.659 3.260 2.749
H 2.257 1.736 -0.911
H 2.654 0.365 0.153
H 3.426 0.561 -1.411
H 5.026 3.731 2.716
C -2.168 2.288 2.270
C -2.033 3.657 1.594
C -0.881 3.561 0.587
S -0.811 1.839 0.081
O 0.443 1.276 0.532
O -1.236 1.725 -1.294
C -2.118 1.262 1.145
H -3.092 2.209 2.840
H -1.332 2.131 2.958
H -2.961 3.894 1.070
H -1.854 4.451 2.319
H -1.050 4.183 -0.288
H 0.076 3.814 1.043
H -1.895 0.257 1.491
H -3.043 1.268 0.566
C 8.786 -0.458 -4.903
C 8.616 -0.682 -3.395
C 7.752 0.464 -2.856
S 6.711 0.992 -4.219
O 7.074 2.338 -4.584
O 5.343 0.624 -3.951
C 7.394 -0.130 -5.433
H 9.205 -1.334 -5.398
H 9.460 0.384 -5.078
H 8.112 -1.635 -3.224
H 9.576 -0.724 -2.882
H 7.122 0.144 -2.029
H 8.359 1.315 -2.551
H 7.404 0.349 -6.410
H 6.761 -1.017 -5.456
C -7.780 0.109 1.860
C -7.477 -1.038 0.888
C -6.101 -0.764 0.270
S -5.189 0.188 1.486
O -4.953 1.507 0.948
O -4.130 -0.625 2.031
C -6.511 0.302 2.683
H -8.637 -0.114 2.495
H -8.004 1.020 1.299
H -7.454 -1.982 1.436
H -8.242 -1.126 0.117
H -5.560 -1.683 0.059
H -6.179 -0.163 -0.635
H -6.465 1.263 3.190
H -6.378 -0.509 3.401
C -1.336 0.502 -4.964
C -0.339 -0.659 -5.046
C -1.026 -1.896 -4.453
S -2.787 -1.669 -4.724
O -3.438 -1.533 -3.444
O -3.248 -2.617 -5.707
C -2.662 -0.052 -5.476
H -1.009 1.360 -5.551
H -1.443 0.825 -3.925
H -0.081 -0.845 -6.091
H 0.586 -0.433 -4.516
H -0.707 -2.813 -4.943
H -0.861 -1.971 -3.380
H -3.522 0.551 -5.192
H -2.642 -0.190 -6.557
C -1.603 -4.350 5.714
C -1.189 -3.419 4.567
C -2.445 -2.669 4.106
S -3.521 -2.572 5.537
O -4.709 -3.347 5.275
O -3.589 -1.205 5.992
C -2.467 -3.502 6.643
H -0.739 -4.759 6.236
H -2.187 -5.185 5.320
H -0.445 -2.706 4.929
H -0.737 -3.971 3.743
H -2.215 -1.664 3.764
H -2.974 -3.213 3.326
H -3.079 -4.092 7.323
H -1.863 -2.789 7.203
*
```

Look up the HOMO-LUMO gap of the second one.
6.727 eV

Among the records above, which one has the lowest calculated total energy?
C24H44Br11N2O3

Repeat the first record exactly.
The following is a DFT calculation (ωB97M-V/def2-TZVPD) of a 6-piece molecular cluster, C24H44Br11N2O3 overall in a non-equilibrium geometry.

The calculation puts the calculated total energy at -805181.35349 eV. The HOMO energy is -11.34 eV. For the HOMO-LUMO gap, the calculation gives 7.191 eV. The max |F| comes out at 4.07 eV/Å.

ORCA input file:
```
! RIJCOSX wB97M-V def2-TZVPD def2/J DEFGRID3
* xyz 1 1
C -1.286 -2.253 1.927
C -1.492 -1.215 1.017
C -1.335 -1.370 -0.535
C -1.832 -0.039 -1.139
C -0.996 1.196 -0.747
C -0.029 1.711 -1.830
Br -0.847 1.921 -3.594
N -2.189 -2.541 -0.838
C -1.311 -3.781 -1.010
C -1.743 -4.907 -0.042
C -0.527 -5.666 0.472
N -0.061 -6.678 -0.123
O -0.044 -3.308 -0.721
C 0.137 -1.870 -0.788
C 0.805 -1.672 -2.170
C -0.131 -1.699 -3.398
O 0.323 -2.735 -4.310
C -0.735 -3.000 -5.170
C -1.724 -4.116 -4.814
O -0.878 -2.350 -6.150
H -0.264 -2.621 2.074
H -2.094 -2.746 2.463
H -1.748 -0.222 1.423
H -1.956 -0.165 -2.221
H -2.844 0.116 -0.737
H -0.383 1.016 0.155
H -1.670 2.016 -0.487
H 0.891 1.128 -1.887
H 0.294 2.709 -1.521
H -2.935 -2.718 -0.162
H -2.706 -2.333 -1.699
H -1.491 -4.123 -2.034
H -2.433 -5.582 -0.556
H -2.286 -4.476 0.808
H -0.058 -5.292 1.390
H 0.742 -6.987 0.425
H 0.769 -1.500 0.020
H 1.438 -0.781 -2.190
H 1.489 -2.519 -2.291
H -1.186 -1.889 -3.170
H 0.004 -0.756 -3.938
H -2.554 -3.642 -4.276
H -1.216 -4.818 -4.145
H -2.076 -4.597 -5.721
Br 1.064 3.024 1.620
C 2.363 4.477 1.591
C 2.738 4.824 0.177
Br 3.957 3.508 -0.576
H 3.207 4.160 2.195
H 1.868 5.315 2.076
H 3.280 5.768 0.140
H 1.882 4.877 -0.488
Br -2.966 1.122 3.994
C -3.573 -0.691 4.358
C -3.406 -1.050 5.809
Br -1.545 -1.435 6.228
H -3.018 -1.347 3.697
H -4.625 -0.701 4.078
H -3.948 -1.965 6.042
H -3.727 -0.261 6.482
Br -2.095 -2.415 9.885
C -1.592 -4.122 9.098
C -0.162 -4.476 9.410
Br 1.084 -3.447 8.321
H -1.785 -4.046 8.032
H -2.269 -4.851 9.539
H 0.036 -5.517 9.163
H 0.102 -4.294 10.446
Br 8.787 6.186 -2.452
C 7.021 5.466 -2.837
C 5.992 6.557 -2.959
Br 5.485 7.257 -1.214
H 6.791 4.756 -2.048
H 7.127 4.936 -3.781
H 5.072 6.167 -3.390
H 6.336 7.401 -3.548
Br 0.470 8.159 -5.696
C -0.150 6.352 -5.331
C 0.044 5.985 -3.884
Br 1.909 5.580 -3.493
H 0.383 5.692 -6.009
H -1.208 6.354 -5.584
H -0.503 5.073 -3.645
H -0.256 6.775 -3.202
*
```

Copy entry 2 word for word.
The following is a DFT calculation (ωB97M-V/def2-TZVPD) of C24H44Cl3N2O4SiTl as an isolated structure in a non-equilibrium geometry.

The calculation puts the calculated total energy at -86912.54593 eV. The HOMO energy is -8.14 eV. For the HOMO-LUMO gap, the calculation gives 6.727 eV. The max |F| comes out at 2.77 eV/Å. The relative energy (zero: lowest compared OMol25 entry of this formula, charge and spin) comes out at 0.00 kcal/mol.

ORCA input file:
```
! RIJCOSX wB97M-V def2-TZVPD def2/J DEFGRID3
* xyz 0 1
C 0.989 2.169 -3.505
C 1.384 2.655 -2.156
H 1.085 2.969 -4.242
H -0.032 1.760 -3.527
H 1.668 1.357 -3.793
C 1.597 3.944 -1.844
C 1.441 5.100 -2.777
H 2.027 4.211 -0.874
H 0.791 4.878 -3.631
H 2.404 5.446 -3.178
H 1.004 5.949 -2.238
Tl -0.669 -0.840 -0.217
Cl 1.465 -1.929 -1.035
Cl -2.744 -1.857 0.640
H -1.381 -5.312 3.540
H -0.406 -6.932 1.515
C -1.815 -4.764 2.690
C -0.907 -6.189 0.870
N -0.981 -4.881 1.503
H -1.926 -3.706 2.938
C -0.086 -3.905 1.237
O -0.002 -2.860 1.897
H -0.354 -6.107 -0.077
H 0.565 -4.079 0.357
H -2.793 -5.218 2.500
H -1.918 -6.575 0.675
H -1.903 2.338 -1.330
H -0.540 4.550 0.034
C -2.571 2.438 -0.459
C -1.506 4.426 0.545
N -1.871 3.029 0.662
H -2.941 1.448 -0.171
C -1.519 2.283 1.739
O -1.711 1.063 1.835
H -1.421 4.859 1.548
H -1.033 2.882 2.557
H -3.411 3.090 -0.741
H -2.281 4.949 -0.023
O 0.143 1.276 -0.739
C 1.436 1.564 -1.073
C 1.705 2.694 1.176
C 2.299 2.030 0.114
H 0.616 2.744 1.198
C 2.484 3.275 2.176
H 1.897 0.651 -1.494
C 3.686 1.894 0.072
H 1.995 3.775 3.019
C 3.876 3.188 2.105
C 4.484 2.499 1.051
H 4.110 1.318 -0.757
H 4.511 3.638 2.881
H 5.572 2.400 0.985
Si -2.535 -2.322 -3.326
Cl -1.676 -0.423 -2.709
C -4.232 -2.338 -2.548
C -1.413 -3.742 -2.839
C -2.589 -2.269 -5.191
H -4.276 -1.782 -1.604
H -4.558 -3.368 -2.343
H -4.934 -1.894 -3.267
H -3.248 -1.461 -5.532
H -2.960 -3.220 -5.601
H -1.585 -2.087 -5.595
H -0.747 -3.529 -1.994
H -0.777 -3.990 -3.701
H -2.001 -4.643 -2.607
C 2.239 -1.523 3.713
C 1.356 -0.543 4.498
C 0.609 0.244 3.424
O 1.274 0.080 2.166
C 2.296 -0.915 2.296
H 3.240 -1.612 4.146
H 1.777 -2.517 3.653
H 1.993 0.147 5.051
H 0.679 -1.036 5.191
H -0.427 -0.091 3.282
H 0.566 1.322 3.642
H 3.275 -0.434 2.127
H 2.143 -1.642 1.489
*
```